[1]
Computed, not measured: a cluster of 15 separate species, C33H72N6O39 in total at a distorted geometry, with ωB97M-V/def2-TZVPD.

```
! wB97M-V def2-TZVPD RIJCOSX def2/J DEFGRID3
* xyz 0 1
C 13.01337 -25.61656 5.73531
N 12.88804 -27.13784 5.65614
O 13.94977 -27.75704 5.47016
O 11.80949 -27.71175 5.74737
H 12.05840 -25.09666 5.81173
H 13.38738 -25.24248 4.78227
H 13.54754 -25.42877 6.66671
C 14.70871 -21.35847 -5.60211
N 14.38509 -20.26334 -4.73084
O 14.16423 -19.12162 -5.14672
O 14.14682 -20.57074 -3.58344
H 15.79779 -21.32405 -5.63065
H 14.20110 -21.20694 -6.55471
H 14.30768 -22.29235 -5.20822
C 13.98031 -16.55114 -0.66377
N 12.53262 -16.36815 -1.02297
O 11.82398 -16.19425 -0.07446
O 12.18178 -16.23813 -2.21179
H 14.23754 -17.59807 -0.82458
H 14.20963 -16.33395 0.37947
H 14.51922 -15.77071 -1.20099
C 16.58214 -22.84713 5.12427
N 15.75377 -22.25750 4.05989
O 16.22988 -21.27714 3.40802
O 14.66824 -22.83491 3.81044
H 17.26376 -22.12507 5.57385
H 17.14849 -23.70585 4.76379
H 15.90164 -23.16468 5.91433
C 16.98059 -19.02824 -3.44198
N 18.21347 -18.31474 -2.80241
O 18.46645 -18.64370 -1.67836
O 18.65330 -17.29796 -3.30509
H 16.85331 -18.59753 -4.43516
H 16.15168 -18.71973 -2.80492
H 17.15428 -20.09127 -3.60899
C 13.30765 -20.26157 1.61158
N 13.16521 -20.53331 0.09320
O 12.88068 -19.61867 -0.71747
O 13.20089 -21.69235 -0.25084
H 14.25945 -19.73442 1.67704
H 13.36657 -21.12088 2.27958
H 12.45203 -19.63603 1.86601
C 10.84449 -19.16136 -3.91702
O 10.72878 -20.52417 -3.58135
C 9.69027 -21.26461 -3.97883
O 8.61557 -20.88755 -4.41427
O 9.94215 -22.62084 -3.60792
C 11.29365 -23.09361 -3.13442
H 11.72187 -18.96768 -4.53410
H 11.05081 -18.56064 -3.03121
H 9.90566 -18.84569 -4.37204
H 12.14299 -22.76288 -3.73218
H 11.28457 -24.18066 -3.05483
H 11.55808 -22.71173 -2.14834
C 7.20926 -17.22643 2.45488
O 7.61065 -17.71491 3.68004
C 7.66474 -16.94107 4.76387
O 7.21090 -15.82435 4.94534
O 8.45970 -17.60480 5.70448
C 9.06133 -16.93022 6.77312
H 7.18804 -16.15157 2.27504
H 6.21961 -17.62352 2.22904
H 7.94863 -17.55022 1.72234
H 9.46494 -17.58189 7.54806
H 8.45830 -16.13489 7.21117
H 9.93818 -16.36106 6.46443
C 17.50138 -24.95505 -3.84481
O 17.66838 -24.49821 -2.45252
C 16.84310 -23.60789 -1.92925
O 15.84921 -23.17503 -2.55130
O 17.22307 -23.31703 -0.72533
C 16.30460 -22.53515 0.07838
H 16.60438 -24.64627 -4.38160
H 17.62620 -26.03369 -3.93999
H 18.34341 -24.44055 -4.30782
H 16.07858 -21.60727 -0.44703
H 16.76585 -22.35043 1.04854
H 15.44759 -23.13078 0.39278
C 16.17208 -18.24507 5.70101
O 15.20211 -18.29005 4.63855
C 14.27712 -17.18679 4.47884
O 14.38519 -16.14018 5.04969
O 13.33047 -17.58659 3.61857
C 12.37079 -16.63023 3.16328
H 15.73829 -17.85365 6.62119
H 16.66325 -17.29350 5.49764
H 16.94046 -18.99154 5.90223
H 11.58617 -16.99488 2.50034
H 12.95535 -15.88299 2.62660
H 11.91526 -16.04580 3.96268
C 12.72522 -20.50044 7.15289
O 11.40142 -20.84937 6.76523
C 11.01872 -20.61710 5.51604
O 11.71111 -20.40917 4.54755
O 9.65827 -20.56306 5.63223
C 9.00656 -20.66466 4.39546
H 12.92229 -21.06270 8.06564
H 12.66982 -19.49409 7.56800
H 13.61096 -20.51137 6.51772
H 9.22339 -19.94235 3.60846
H 7.92678 -20.53768 4.47324
H 9.10294 -21.68353 4.02036
C 12.30728 -24.84692 2.11952
O 12.79384 -26.14946 2.24394
C 13.71214 -26.61182 1.42028
O 14.12261 -26.07360 0.39768
O 14.19016 -27.72993 1.97351
C 15.35471 -28.37277 1.40025
H 11.79736 -24.64157 1.17828
H 13.19844 -24.22358 2.19295
H 11.59960 -24.56468 2.89901
H 16.23776 -28.22061 2.02087
H 15.61367 -27.94007 0.43391
H 15.13695 -29.43760 1.48292
C 9.79122 -22.91029 0.72460
O 9.65936 -21.68005 -0.14135
C 8.72858 -20.84676 0.10673
O 8.20887 -20.68205 1.20705
O 8.58040 -20.11623 -0.96888
C 7.86762 -18.86923 -1.06810
H 10.11052 -22.61653 1.72452
H 10.46510 -23.64273 0.28016
H 8.81908 -23.39326 0.82357
H 7.88819 -18.48157 -2.08663
H 8.34408 -18.13170 -0.42225
H 6.81180 -18.95172 -0.81017
C 10.81894 -27.51199 -6.99419
O 11.74301 -27.57763 -5.91183
C 12.35576 -26.49608 -5.46695
O 12.27797 -25.38113 -5.89019
O 13.19240 -26.91626 -4.53912
C 14.09381 -26.04731 -3.81771
H 10.38952 -26.51325 -7.07300
H 9.95972 -28.16600 -6.84544
H 11.33002 -27.73192 -7.93149
H 14.39254 -25.19295 -4.42510
H 14.89389 -26.68273 -3.43793
H 13.59021 -25.71351 -2.91048
C 17.31713 -14.51765 3.02610
O 18.03501 -15.72675 2.87820
C 17.59162 -16.80395 2.23500
O 16.50393 -16.88399 1.67878
O 18.51797 -17.75467 2.34814
C 18.37913 -18.92850 1.59029
H 16.72316 -14.28473 2.14232
H 17.99585 -13.66659 3.08210
H 16.70125 -14.58458 3.92294
H 18.80885 -19.89517 1.85297
H 18.88406 -18.71076 0.64917
H 17.34596 -19.23457 1.42603
*
```

The largest force on an atom is 5.10 eV/A. Its HOMO-LUMO gap is 9.033 eV. The calculation puts the electronic energy at -124159.2638 eV.

---

[2]
Computed, not measured: a cluster of 16 separate species, C2H36N2O16 in total at a distorted geometry, with ωB97M-V/def2-TZVPD.

```
! wB97M-V def2-TZVPD RIJCOSX def2/J DEFGRID3
* xyz 0 1
N 0.72556 1.06059 -0.53587
C 0.27462 -0.28379 -0.13018
C -1.14811 -0.37812 -0.67276
N -2.11207 -0.37208 0.28873
O -1.43692 -0.28016 -1.85649
H 0.48684 1.61583 0.27140
H 1.71086 1.10020 -0.73892
H 0.89808 -1.06650 -0.52562
H 0.33486 -0.31617 0.95977
H -1.77272 -0.47122 1.22985
H -2.99384 0.07247 0.09061
H -1.92451 4.00289 -0.30201
H -2.38483 2.99396 0.67931
O -2.04071 3.89815 0.65144
H 1.80920 3.92176 -0.52254
H 2.58939 3.93663 -1.82718
O 2.26828 3.33391 -1.14482
H 3.19003 -0.69078 -1.86494
H 3.68628 -0.48192 -0.45659
O 2.95972 -0.90008 -0.93712
H 0.18743 -1.02461 3.44344
H -0.71513 -2.11129 3.66230
O -0.72918 -1.11019 3.72532
H 0.56345 3.37508 1.73243
H 0.21365 4.55179 1.04809
O 1.03876 4.10790 1.30572
H -2.32089 -2.18636 -1.27872
H -3.54074 -2.89037 -0.61774
O -2.90067 -2.95739 -1.32806
H 3.80077 2.35314 -0.80666
H 4.67104 2.17272 0.39289
O 4.27676 1.64911 -0.31283
H -0.07876 -4.12443 -0.28986
H -1.71811 -4.01000 -0.18176
O -0.88092 -4.26358 0.21342
H -1.59104 -3.94457 2.77984
H -0.18076 -3.80205 2.39737
O -0.74601 -3.70464 3.18317
H 0.39694 0.82881 -4.23541
H 0.80309 1.52740 -2.90544
O 1.07322 1.37360 -3.82455
H -4.25139 -1.32097 2.67176
H -2.81245 -1.59883 3.32014
O -3.32473 -1.08343 2.69703
H 3.04742 -1.57655 -3.58480
H 2.86201 -0.11103 -4.05060
O 3.47459 -0.71645 -3.60828
H 2.87653 -3.37039 0.20687
H 1.74084 -2.92103 -0.64334
O 1.98524 -3.63203 -0.04058
H -1.00892 2.47071 2.98525
H -0.76852 0.97210 3.18744
O -0.63075 1.69363 2.56026
H -2.79655 0.95370 -2.19903
H -3.52035 2.31200 -2.30583
O -3.61589 1.42294 -1.95534
*
```

The largest force on an atom is 1.82 eV/A. Its HOMO-LUMO gap is 9.400 eV. The calculation puts the electronic energy at -38400.2936 eV. For the energy above the lowest of the compared OMol25 structures with the same formula, charge and spin, the calculation gives 0.00 kcal/mol.

---

[3]
Computed, not measured: an isolated molecule of C7H6N4O2 at a distorted geometry, with ωB97M-V/def2-TZVPD.

```
! wB97M-V def2-TZVPD RIJCOSX def2/J DEFGRID3
* xyz 0 1
C 2.71704 1.05389 0.01002
C 2.76696 -0.34696 0.01053
C 1.51844 1.71769 0.00699
C 1.60941 -1.08324 0.00792
C 0.31161 0.99259 0.00417
C 0.38034 -0.41964 0.00494
C -1.95148 -0.41037 0.00300
N -0.85728 1.65594 -0.00157
N -0.81154 -1.11765 0.00159
N -1.95124 0.97611 -0.00265
N -3.13605 -1.04325 0.02054
O -0.86627 -2.38484 -0.00368
O -3.06416 1.53614 -0.01234
H 3.63948 1.61402 0.01199
H 3.72294 -0.84662 0.01316
H 1.45815 2.79328 0.00648
H 1.60400 -2.16206 0.00851
H -3.12414 -2.04834 -0.04323
H -3.96619 -0.47670 -0.04638
*
```

The largest force on an atom is 1.12 eV/A. Its HOMO-LUMO gap (spin up / spin down) is 7.670 / 7.671 eV. The calculation puts the electronic energy at -17408.0309 eV. For the energy above the lowest of the compared OMol25 structures with the same formula, charge and spin, the calculation gives 42.16 kcal/mol.